DFT (the ωB97M-V functional and the def2-TZVPD basis) results for a molecular structure, C25H44Br22F5O2 at a distorted geometry.

Last column: Mulliken charge in e.
Positions of all 98 atoms, in Å:
O1 -4.160 -0.918 -3.478  -0.631
C1 -3.737 -2.043 -3.176  0.300
O2 -3.655 -2.968 -4.054  -0.737
C2 -3.270 -2.450 -1.729  0.972
F1 -3.953 -1.790 -0.721  -0.283
F2 -3.485 -3.795 -1.523  -0.303
C3 -1.732 -2.088 -1.586  0.539
F3 -1.079 -3.082 -0.917  -0.271
F4 -1.650 -0.924 -0.842  -0.231
F5 -1.116 -1.814 -2.752  -0.265
Br1 -8.562 2.790 -2.440  -0.215
C4 -6.613 2.696 -2.454  -0.273
C5 -6.108 1.881 -3.620  -0.701
Br2 -6.324 -0.023 -3.293  0.007
H1 -6.308 2.298 -1.489  0.361
H2 -6.285 3.731 -2.535  0.136
H3 -5.032 2.020 -3.751  0.091
H4 -6.615 2.108 -4.555  0.492
Br3 -7.137 -2.741 -2.512  -0.167
C6 -7.968 -3.345 -4.160  -0.586
C7 -8.842 -4.551 -3.929  -0.620
Br4 -7.781 -6.172 -3.714  -0.153
H5 -7.164 -3.525 -4.871  0.415
H6 -8.566 -2.499 -4.501  0.354
H7 -9.472 -4.738 -4.799  0.363
H8 -9.467 -4.463 -3.044  0.346
Br5 -6.706 7.466 -3.555  -0.130
C8 -4.762 7.344 -3.566  -0.630
C9 -4.271 6.514 -4.724  -0.583
Br6 -4.528 4.614 -4.389  0.000
H9 -4.464 6.949 -2.598  0.346
H10 -4.414 8.373 -3.658  0.373
H11 -3.196 6.638 -4.853  0.327
H12 -4.774 6.742 -5.660  0.363
Br7 0.249 4.358 -0.278  -0.146
C10 -0.197 2.485 -0.590  -0.483
C11 -1.193 2.337 -1.710  -0.509
Br8 -2.989 2.808 -1.130  -0.042
H13 -0.551 2.082 0.356  0.204
H14 0.747 2.009 -0.852  0.434
H15 -1.261 1.295 -2.025  0.170
H16 -0.964 2.959 -2.572  0.420
Br9 -1.893 3.697 3.894  -0.120
C12 -2.340 1.826 3.580  -0.587
C13 -3.334 1.680 2.458  -0.291
Br10 -5.132 2.155 3.036  -0.152
H17 -2.696 1.422 4.525  0.440
H18 -1.395 1.349 3.319  0.338
H19 -3.403 0.640 2.140  0.339
H20 -3.105 2.304 1.596  -0.013
Br11 1.401 -4.137 2.638  -0.126
C14 1.637 -3.836 0.726  -0.539
C15 2.941 -4.410 0.238  -0.451
Br12 4.447 -3.281 0.744  -0.172
H21 1.550 -2.766 0.561  0.384
H22 0.796 -4.342 0.253  0.250
H23 2.962 -4.441 -0.851  0.374
H24 3.146 -5.404 0.630  0.302
Br13 0.928 -8.538 2.884  -0.131
C16 2.179 -8.695 4.369  -0.623
C17 2.965 -7.424 4.562  -0.418
Br14 4.365 -7.245 3.222  -0.097
H25 2.805 -9.560 4.166  0.353
H26 1.558 -8.897 5.242  0.369
H27 3.487 -7.439 5.518  0.311
H28 2.353 -6.527 4.501  0.219
Br15 8.617 -6.664 4.493  -0.116
C18 8.343 -5.020 5.500  -0.582
C19 6.879 -4.773 5.754  -0.562
Br16 5.987 -4.111 4.157  -0.078
H29 8.823 -4.221 4.940  0.370
H30 8.876 -5.170 6.439  0.337
H31 6.747 -3.989 6.501  0.344
H32 6.343 -5.665 6.071  0.297
Br17 -0.430 7.237 3.682  -0.160
C20 0.409 7.857 2.037  -0.380
C21 1.833 7.378 1.931  -0.071
Br18 3.017 8.413 3.084  -0.191
H33 0.318 8.940 2.023  0.327
H34 -0.197 7.435 1.234  0.289
H35 2.214 7.534 0.921  -0.297
H36 1.955 6.332 2.205  0.459
Br19 8.447 -6.632 0.398  -0.088
C22 10.173 -7.209 -0.293  -0.589
C23 11.018 -7.832 0.788  -0.577
Br20 11.786 -6.476 1.957  -0.126
H37 10.638 -6.340 -0.753  0.361
H38 9.938 -7.941 -1.065  0.322
H39 11.873 -8.351 0.355  0.342
H40 10.463 -8.520 1.422  0.354
Br21 0.324 10.789 -0.600  -0.129
C24 2.267 10.642 -0.616  -0.440
C25 2.746 9.826 -1.790  -0.573
Br22 2.465 7.923 -1.491  -0.126
H41 2.562 10.225 0.345  0.198
H42 2.628 11.667 -0.690  0.360
H43 3.822 9.939 -1.919  0.337
H44 2.245 10.078 -2.722  0.373

As for the charge: -1. The value obtained for the maximum force is 4.23 eV/Å. For the HOMO energy, the calculation gives -4.64 eV. The calculation puts the HOMO-LUMO gap at 6.016 eV. The calculation puts the calculated total energy at -1585258.501 eV.


DFT (the ωB97M-V functional and the def2-TZVPD basis) results for 2 unconnected molecules or ions with the total composition C25H44FN at a distorted geometry.

Last column: Mulliken charge in e.
Positions of all 71 atoms, in Å:
C1 -1.791 3.987 1.791  -0.868
C2 -1.073 3.286 3.116  -0.221
C3 -1.859 1.890 3.589  -0.623
C4 -1.547 1.591 5.180  -0.540
C5 -1.950 0.035 5.593  -0.611
C6 -0.559 -0.832 5.849  -0.741
C7 0.130 -1.374 4.435  -0.349
C8 1.679 -0.857 4.220  -0.770
C9 1.860 0.310 3.081  -0.252
C10 2.360 -0.280 1.600  -0.291
C11 3.110 0.905 0.716  -0.583
C12 2.396 1.151 -0.768  -0.428
C13 3.363 0.734 -2.034  -0.733
C14 3.217 -0.823 -2.526  -0.559
C15 2.327 -0.992 -3.918  -0.844
C16 0.744 -1.040 -3.494  0.371
C17 0.151 0.501 -3.752  -0.598
C18 -0.135 0.332 -5.388  -0.536
C19 -0.182 -1.312 -5.686  -0.715
N1 -0.211 -1.947 -4.286  0.299
C20 -1.531 -1.877 -3.505  0.294
C21 -1.655 -2.476 -1.949  -0.194
C22 -3.016 -2.399 -1.034  -0.529
C23 -4.364 -1.703 -1.711  -0.355
C24 -4.346 -1.104 -3.251  -0.517
C25 -2.925 -1.219 -4.109  -0.123
H1 -2.620 3.242 1.398  0.291
H2 -2.246 5.045 2.083  0.215
H3 -0.996 4.178 0.932  0.226
H4 0.086 3.100 2.949  0.120
H5 -1.146 4.064 4.005  0.324
H6 -3.011 2.130 3.471  0.385
H7 -1.522 1.025 2.871  0.152
H8 -2.178 2.368 5.799  0.373
H9 -0.400 1.797 5.421  0.257
H10 -2.512 0.131 6.641  0.292
H11 -2.654 -0.474 4.790  0.304
H12 -0.886 -1.746 6.543  0.299
H13 0.161 -0.167 6.490  0.344
H14 -0.572 -1.169 3.521  0.178
H15 0.191 -2.559 4.561  0.354
H16 2.033 -0.403 5.265  0.317
H17 2.352 -1.822 4.035  0.315
H18 2.732 1.026 3.473  0.403
H19 0.904 0.999 2.954  -0.300
H20 1.443 -0.684 0.976  0.131
H21 3.090 -1.181 1.754  0.277
H22 3.007 1.896 1.373  0.332
H23 4.256 0.707 0.574  0.272
H24 1.320 0.692 -0.848  0.169
H25 2.252 2.333 -0.847  0.270
H26 3.105 1.452 -2.947  0.331
H27 4.494 0.905 -1.738  0.373
H28 4.315 -1.227 -2.734  0.353
H29 2.798 -1.474 -1.630  0.293
H30 2.542 -0.050 -4.591  0.280
H31 2.697 -1.947 -4.521  0.323
H32 0.761 -1.127 -2.328  -0.189
H33 -0.823 0.808 -3.163  0.325
H34 0.911 1.356 -3.421  0.267
H35 0.637 0.979 -5.983  0.332
H36 -1.246 0.677 -5.585  0.288
H37 0.832 -1.429 -6.305  0.279
H38 -1.018 -1.607 -6.452  0.378
H39 0.082 -2.955 -4.431  0.581
H40 -0.651 -2.969 -1.531  0.342
H41 -2.990 -2.827 0.072  0.294
H42 -5.332 -1.612 -1.056  0.290
H43 -5.329 -0.598 -3.700  0.289
H44 -2.887 -0.792 -5.198  0.169
F1 -0.177 -4.578 -4.703  -0.879

The value obtained for the maximum force is 6.63 eV/Å. For the HOMO energy, the calculation gives -8.35 eV. The calculation puts the HOMO-LUMO gap at 7.994 eV. The calculation puts the calculated total energy at -30828.050 eV.


DFT (the ωB97M-V functional and the def2-TZVPD basis) results for a molecular structure, C25H44InO2P2 at a distorted geometry.

Last column: Mulliken charge in e.
Positions of all 74 atoms, in Å:
In1 -0.062 0.446 1.691  0.853
C1 -0.736 -2.564 3.326  0.434
C2 0.575 -2.906 2.899  0.725
C3 0.755 -1.187 4.417  0.457
C4 -0.627 -1.503 4.268  0.438
C5 1.499 -2.063 3.578  0.552
C6 -1.989 -3.206 2.874  -1.763
H1 -1.895 -3.581 1.847  0.373
H2 -2.832 -2.509 2.911  0.389
H3 -2.241 -4.071 3.508  0.298
C7 -1.725 -0.844 5.010  -1.146
H4 -2.682 -1.346 4.814  0.419
H5 -1.835 0.223 4.738  0.074
H6 -1.529 -0.886 6.095  0.336
C8 1.290 -0.164 5.341  -1.292
H7 1.230 -0.521 6.382  0.333
H8 0.725 0.779 5.288  0.214
H9 2.340 0.059 5.123  0.358
C9 2.970 -2.104 3.442  -1.645
H10 3.416 -2.798 4.172  0.293
H11 3.415 -1.115 3.608  0.376
H12 3.265 -2.451 2.443  0.347
C10 0.927 -3.973 1.935  -1.454
H13 1.173 -4.916 2.450  0.319
H14 1.801 -3.688 1.336  0.349
H15 0.092 -4.176 1.254  0.341
C11 -1.531 1.114 -4.250  0.217
C12 -1.727 -0.202 -4.429  -0.660
C13 -0.938 -1.106 -5.326  -0.672
C14 0.517 -0.665 -5.646  -1.064
C15 1.331 -0.170 -4.493  0.128
C16 1.522 1.117 -4.157  -0.706
C17 0.729 2.296 -4.635  -0.704
C18 -0.716 2.008 -5.123  -1.171
H16 -1.468 -1.245 -6.286  0.389
H17 0.500 0.059 -6.472  0.271
H18 -0.909 -2.108 -4.869  0.355
H19 -0.685 1.638 -6.156  0.325
H20 -2.113 1.646 -3.493  0.104
H21 -2.605 -0.681 -3.973  0.585
H22 -1.234 2.982 -5.150  0.431
H23 0.684 3.040 -3.821  0.335
H24 2.375 1.388 -3.517  0.686
H25 1.265 2.801 -5.458  0.449
H26 1.026 -1.566 -6.028  0.421
H27 1.900 -0.956 -3.982  0.398
P1 -1.358 0.484 -0.516  0.482
C19 -2.887 1.343 -0.897  -1.089
C20 -1.308 -1.183 -1.249  -0.517
P2 1.504 1.018 -0.250  0.369
C21 0.052 1.319 -1.372  0.509
C22 2.403 -0.359 -1.010  -0.856
C23 2.576 2.460 -0.173  -1.203
H28 -3.024 2.168 -0.182  0.320
H29 -3.728 0.646 -0.784  0.422
H30 -2.894 1.755 -1.909  0.309
H31 -1.250 -1.127 -2.347  -0.322
H32 -2.228 -1.709 -0.963  0.523
H33 -0.450 -1.770 -0.882  0.128
H34 2.845 2.797 -1.183  0.374
H35 3.488 2.172 0.377  0.421
H36 2.070 3.265 0.379  0.296
H37 -0.130 2.397 -1.501  0.621
H38 0.194 0.844 -2.351  -1.208
H39 3.373 -0.447 -0.502  0.511
H40 2.566 -0.186 -2.085  0.138
H41 1.865 -1.310 -0.881  0.158
C24 -1.663 3.878 3.797  -0.752
O1 -1.266 2.568 3.356  -0.156
C25 -0.517 2.549 2.249  0.146
O2 -0.169 3.548 1.648  -0.559
H42 -0.780 4.484 4.009  0.310
H43 -2.246 3.718 4.704  0.224
H44 -2.281 4.358 3.037  0.306

As for the charge: +1. The value obtained for the maximum force is 3.24 eV/Å. For the HOMO energy (spin up / spin down), the calculation gives -9.64 / -9.53 eV. The calculation puts the HOMO-LUMO gap (spin up / spin down) at 5.974 / 5.891 eV. The calculation puts the calculated total energy at -54476.223 eV.


The lowest maximum force belongs to which entry?
C25H44InO2P2


maximum force of number 3 (C25H44InO2P2)?
3.24 eV/Å